(1)
The following is a DFT calculation (ωB97M-V with the def2-TZVPD basis set) of a 13-piece molecular cluster, C5H39N2O12S overall.

Results
- HOMO (Ha) = -0.406
- orbital gap (eV) = 8.765

ORCA input file:
```
! wB97M-V def2-TZVPD RIJCOSX def2/J DEFGRID3
* xyz 1 1
C -0.8679 -0.4885 0.5532
N -0.2581 0.4067 -0.4278
C 0.7596 -0.1372 -1.3254
C 1.3456 0.8789 -2.2852
S 0.4307 0.8878 -3.8236
C 0.0326 -0.9059 1.7556
N 0.0984 0.2741 2.6828
C -0.3958 -2.1823 2.5112
H -1.1267 -1.4857 0.1466
H -1.7625 0.0384 0.9068
H 0.0898 1.2108 0.0811
H 0.3010 -0.9352 -1.9214
H 1.5965 -0.6749 -0.8270
H 2.3239 0.5211 -2.6316
H 1.5687 1.9069 -1.9983
H -0.3742 1.9115 -3.5860
H 1.0589 -1.1992 1.4916
H 0.4111 1.1995 2.2918
H -0.7864 0.3079 3.1793
H 0.8366 0.1989 3.3909
H -0.1566 -2.0980 3.5857
H -1.4909 -2.3340 2.5225
H -0.0554 -3.1155 2.0873
H -2.4380 1.3759 -2.3642
H -1.2444 1.4165 -1.3815
O -1.8952 1.9743 -1.8471
H 4.1228 1.2835 0.6566
H 4.3356 2.5357 -0.2566
O 3.6956 2.0732 0.2801
H -2.3296 -3.9539 0.1531
H -3.5159 -3.6396 1.1062
O -3.1911 -3.5139 0.2004
H 2.3197 2.5132 1.4222
H 1.1200 2.9650 0.5316
O 1.3441 2.6051 1.4283
H -0.2224 -3.4457 -1.1753
H 0.0800 -4.8825 -0.8349
O 0.2685 -3.9910 -0.5116
H -2.4105 3.6650 -0.8579
H -2.2207 4.8788 -0.0382
O -1.8926 3.9654 -0.0911
H -2.5338 2.4829 2.4037
H -1.2617 2.6805 1.5432
O -1.6190 2.2093 2.3121
H 1.5188 -3.4568 0.5432
H 2.7785 -3.8486 1.1942
O 2.2635 -3.0479 1.0430
H -0.2538 4.7309 -0.2500
H 1.2167 4.9432 -0.8798
O 0.6912 4.4926 -0.2065
H -2.2121 0.0119 -1.6357
H -2.9970 -1.1611 -1.4159
O -2.9369 -0.4523 -2.0798
H 3.5014 -1.8043 0.4270
H 3.9746 -1.1164 -0.6165
O 3.3884 -0.8533 0.1214
H -1.3787 -2.2060 -3.0044
H -2.2881 -2.9258 -2.1113
O -1.3572 -2.6901 -2.1681
*
```

(2)
The following is a DFT calculation (ωB97M-V with the def2-TZVPD basis set) of a 2-piece molecular cluster, C5H3Br overall.

Results
- HOMO (spin up / spin down) (Ha) = -0.339 / -0.339
- orbital gap (spin up / spin down) (eV) = 6.029 / 6.005

ORCA input file:
```
! wB97M-V def2-TZVPD RIJCOSX def2/J DEFGRID3
* xyz 0 1
C 1.0844 -1.4536 -1.1394
C 1.6146 -2.3730 -1.8219
C -0.9552 1.0217 0.9517
C -0.6972 -0.0923 0.1715
C 0.4384 -0.6237 -0.4228
Br 2.2065 1.4992 -0.5795
H -1.7900 1.1326 1.5695
H -0.4065 1.8539 1.0183
H -1.4951 -0.9647 0.2526
*
```

(3)
The following is a DFT calculation (ωB97M-V with the def2-TZVPD basis set) of one molecule with the formula C5H3ClF2.

Results
- HOMO (Ha) = -0.371
- structure (SMILES) = C#C[C@@H]1[C@@H](F)[C@]1(F)Cl
- orbital gap (eV) = 10.920

ORCA input file:
```
! wB97M-V def2-TZVPD RIJCOSX def2/J DEFGRID3
* xyz 0 1
C -1.0663 -2.0119 1.0727
C -0.3056 -1.1160 0.8089
C 0.5884 -0.1061 0.3255
C 0.0464 1.3161 0.0657
F 0.7892 2.3313 0.4760
C 0.4329 0.4952 -1.0820
F 1.5443 0.7757 -1.8189
Cl -0.9364 -0.1253 -2.1050
H -1.6732 -2.8027 1.4490
H 1.6312 -0.2292 0.6498
H -1.0509 1.4729 0.1583
*
```

(4)
The following is a DFT calculation (ωB97M-V with the def2-TZVPD basis set) of one molecule with the formula C5H3ClN2.

Results
- HOMO (spin up / spin down) (Ha) = -0.355 / -0.330
- structure (SMILES) = CC(Cl)=C(C#N)C#N
- orbital gap (spin up / spin down) (eV) = 8.392 / 6.683

ORCA input file:
```
! wB97M-V def2-TZVPD RIJCOSX def2/J DEFGRID3
* xyz 0 1
C 1.6432 0.7520 0.1819
C 0.1699 0.7727 -0.0054
Cl -0.5258 2.2533 -0.2394
C -0.9181 -0.7413 -0.1487
C -2.2375 -0.2621 -0.0123
N -3.2915 0.2196 0.1008
C -0.5292 -2.1059 -0.2932
N -0.3130 -3.2286 -0.3399
H 2.2619 1.1612 -0.5728
H 1.7790 -0.2550 0.3327
H 1.9611 1.4341 0.9962
*
```

Number 1: electronic energy -44197.961 eV. Number 2: electronic energy -75268.128 eV. Number 3: electronic energy -23187.578 eV. Number 4: electronic energy -20731.301 eV.